Density functional theory data (ωB97M-V/def2-TZVPD) for C34H27N4O8OsS as an isolated structure.

Geometry as ORCA input:
```
! RIJCOSX wB97M-V def2-TZVPD def2/J DEFGRID3
* xyz 1 5
C 5.468 1.455 1.082
H -3.070 -3.120 4.469
C 2.962 -1.447 -3.799
O 1.605 -1.177 1.749
S -1.490 -0.963 5.730
C 7.590 2.095 0.796
C 6.297 0.434 1.548
C -2.214 -1.723 3.099
C 5.792 -0.737 2.064
C 3.584 0.150 1.621
O 1.351 0.989 1.535
H -2.735 -1.543 -0.152
H -0.097 0.265 -5.401
N -4.073 4.282 3.398
C -3.557 3.695 2.163
C -0.346 0.315 5.819
C 4.407 -0.870 2.084
H -0.024 0.677 6.783
C 1.840 -1.176 -3.026
H -4.206 -3.461 0.337
C -2.819 -1.929 0.853
N -2.100 -1.321 1.804
O -2.951 1.970 3.706
H 0.780 1.539 4.451
C -1.771 -0.735 -3.444
H -4.806 0.209 -4.610
C -1.436 -0.926 4.016
O 7.592 0.804 1.401
C -0.484 -0.719 -1.344
H 3.943 -1.771 2.458
H 1.828 -1.466 -1.983
C 0.056 0.748 4.595
H 1.907 -0.192 -6.756
H -3.025 -3.681 -4.549
O -2.518 1.608 1.550
C 4.104 1.350 1.111
H -4.332 -4.317 2.682
O -0.540 2.647 -0.685
C -2.846 0.089 -3.754
N -0.556 1.246 -2.532
H -2.798 1.146 -3.529
H 3.866 -1.312 -5.738
H 8.082 2.048 -0.179
H -0.336 1.934 -3.231
C 2.124 -0.047 1.647
C -3.645 -2.996 1.132
C -0.501 -0.188 -2.793
H -1.008 -2.740 -3.486
H -4.319 3.576 1.395
H -3.409 2.733 4.156
H -5.075 4.410 3.379
Os -0.506 0.059 1.511
C -0.563 1.556 -1.205
C -1.844 -2.098 -3.730
C 2.991 -1.095 -5.138
C 0.768 -0.205 -4.945
C -3.724 -3.455 2.442
H -3.648 5.173 3.614
C -3.019 -2.803 3.436
O -0.431 -1.878 -0.984
C -4.049 -1.796 -4.642
H -4.931 -2.207 -5.115
C 0.738 -0.554 -3.597
C -2.953 2.313 2.443
C -3.979 -0.442 -4.357
C 1.892 -0.469 -5.710
H -2.759 4.296 1.727
C -2.979 -2.623 -4.324
H 3.813 -1.940 -3.347
C -0.565 0.042 3.532
H 8.110 2.807 1.439
O 6.232 2.490 0.633
N -0.587 0.344 -0.495
H 6.447 -1.514 2.433
H 3.456 2.141 0.759
*
```

The energy relative to the best compared isomer or geometry (same formula, charge and spin) is 0.000 eV. The LUMO energy (alpha / beta) comes out at -3.12 / -5.03 eV. For the frontier orbital gap (alpha / beta), the calculation gives 7.2 / 5.3 eV.

Results of the Mulliken charge analysis, in e, for atoms 1 through 5: 0.676, 0.460, -0.999, -0.727, -0.194

=====

Density functional theory data (ωB97M-V/def2-TZVPD) for a 3-piece molecular cluster, C13H20Br4ClFN2 overall.

Geometry as ORCA input:
```
! RIJCOSX wB97M-V def2-TZVPD def2/J DEFGRID3
* xyz 0 1
Br -0.097 6.961 0.136
H -1.845 -2.637 -0.792
H 2.104 -2.013 -2.696
Br 4.150 -1.224 0.618
H 5.001 -3.892 -0.307
H -0.096 -1.960 -1.898
H 4.567 -2.760 2.521
C 1.952 -1.416 -1.797
C -2.829 -0.829 -1.382
C 4.993 -2.724 1.523
H -2.735 5.016 2.124
H 6.049 -2.473 1.590
H -3.561 -2.766 -1.005
N -2.032 -0.416 2.540
C 0.463 -1.087 -1.572
H -3.873 -0.524 -1.464
H -2.293 7.227 1.230
Br 3.008 -4.706 0.920
C -1.541 -0.115 1.546
C -3.011 1.356 -0.358
H 5.466 -4.777 1.158
C 0.266 -0.774 -0.089
H 0.254 -0.220 -2.197
C -1.859 6.373 0.715
C -1.775 5.191 1.641
H -2.996 -2.010 0.466
H 2.338 -2.008 -0.968
H -1.531 0.887 -1.703
Cl 0.299 -2.268 0.899
C -0.938 0.177 0.242
C -2.781 -2.121 -0.594
F -2.428 -1.110 -2.696
H 1.169 -0.248 0.218
H -2.430 6.162 -0.183
Br -1.391 3.546 0.675
H -1.005 5.301 2.397
N -3.931 1.868 0.096
H -0.472 1.154 0.392
H 2.569 -0.517 -1.839
C 4.813 -4.006 0.756
C -2.014 0.383 -0.864
*
```

The LUMO energy comes out at 0.38 eV. For the frontier orbital gap, the calculation gives 10.4 eV. Its structure (SMILES) is CC[C@H](Cl)[C@H](C#N)[C@H](C#N)[C@H](C)F.BrCCBr.BrCCBr.

Results of the Mulliken charge analysis, in e, for atoms 1 through 5: -0.140, 0.253, 0.402, -0.106, 0.361

=====

Density functional theory data (ωB97M-V/def2-TZVPD) for one molecule with the formula C2H3NO2.

Geometry as ORCA input:
```
! RIJCOSX wB97M-V def2-TZVPD def2/J DEFGRID3
* xyz 0 1
O -0.049 -1.299 1.135
H 1.451 0.721 1.398
C 0.071 -0.367 0.362
H -1.345 -1.379 -0.963
O -1.212 0.592 -1.489
H 1.041 1.430 -0.130
C -0.885 -0.375 -0.844
N 0.929 0.676 0.531
*
```

The energy relative to the best compared isomer or geometry (same formula, charge and spin) is 0.309 eV. The LUMO energy comes out at -0.06 eV. For the frontier orbital gap, the calculation gives 10.1 eV. Its structure (SMILES) is NC(=O)C=O.

Results of the Mulliken charge analysis, in e, for atoms 1 through 5: -0.559, 0.236, 0.517, 0.329, -0.448

=====

Density functional theory data (ωB97M-V/def2-TZVPD) for an isolated ion of composition C31H23F3NO and charge +1.

Geometry as ORCA input:
```
! RIJCOSX wB97M-V def2-TZVPD def2/J DEFGRID3
* xyz 1 1
C 0.475 0.958 -0.019
H 1.743 2.606 2.171
C 1.978 0.926 -0.082
O 0.895 -2.242 0.716
C -2.229 -3.703 2.817
C -1.317 1.183 1.812
H 1.760 -2.322 -1.073
C -1.968 0.518 -4.329
C -0.192 -0.643 -3.134
C 0.657 -0.593 -4.286
C 2.588 1.204 -1.307
C 1.451 -1.872 -2.000
C -0.156 -1.682 0.378
H 4.389 1.043 -2.468
H -1.989 -4.440 3.582
C 2.766 0.522 1.023
H 2.548 -1.162 -5.124
C -3.535 -3.225 2.659
H -2.197 -0.448 -2.382
H 0.068 1.749 -0.713
C 4.161 0.630 0.959
H 4.785 0.517 1.863
C -3.784 -2.333 1.608
C 0.166 0.113 -5.409
C -1.094 0.700 -5.423
C -0.042 1.495 1.405
F -3.178 2.800 5.125
H -2.967 -1.258 -0.122
H 5.832 0.781 -0.407
H -1.104 -0.087 -0.796
H -1.941 0.545 1.199
C -1.924 1.762 2.951
C 1.912 -1.209 -4.257
C -1.530 -0.209 -3.217
H -2.970 1.534 3.182
H 3.244 -2.355 -3.015
C -1.873 3.220 4.988
H -4.802 -1.954 1.467
C -1.191 2.604 3.765
F -1.222 2.921 6.170
C -2.749 -1.887 0.751
C 3.959 1.028 -1.455
H 0.727 3.489 4.154
H 1.972 1.602 -2.119
H -0.181 -3.565 2.182
C 4.745 0.853 -0.297
C 2.278 -1.879 -3.115
C -0.078 -0.401 -0.532
C -1.199 -3.218 2.012
C 0.154 2.859 3.469
F -1.868 4.602 4.889
N 0.352 -1.089 -1.916
H 2.324 0.168 1.982
H -4.329 -3.571 3.325
H 0.806 0.157 -6.289
C -1.407 -2.257 0.988
H -2.977 0.941 -4.337
C 0.707 2.305 2.316
H -1.446 1.268 -6.283
*
```

The LUMO energy comes out at -4.71 eV. For the frontier orbital gap, the calculation gives 7.1 eV. Its structure (SMILES) is O=C(c1ccccc1)[C@@H]([C@H](c1ccccc1)c1ccc(C(F)(F)F)cc1)[n+]1cccc2ccccc21.

Results of the Mulliken charge analysis, in e, for atoms 1 through 5: 0.747, 0.434, -0.126, -0.679, -0.533